A gas-phase ion, C2H10N3O (charge +1), computed with ωB97M-V with the def2-TZVPD basis set.

Element x y z (Å)
N  -1.64036  0.99708  -0.20797
C  -0.53158  0.30445  0.26372
N  -0.83266  -1.19016  -0.04261
C  0.95507  0.58525  -0.20938
N  1.81330  0.18018  0.87586
O  1.09690  -0.06758  -1.49890
H  -1.52883  0.84596  -1.16244
H  -1.66176  2.02716  -0.13833
H  -0.41796  0.50959  1.31768
H  -1.81927  -1.21077  0.00701
H  -0.55592  -1.32181  -1.04293
H  -0.22245  -1.66744  0.63596
H  1.13745  1.67131  -0.40606
H  2.83410  0.53254  0.77498
H  1.98163  -0.78079  0.70395
H  1.11396  0.60996  -2.16831

Atoms 1-6, force components in eV/Å:
N -0.60 1.06 -0.41
C 2.15 0.54 1.62
N 2.51 2.35 -0.31
C -0.68 1.39 -0.94
N 2.27 0.83 -1.25
O 0.09 -0.45 1.12

Results
**Orbital gap**: 11.3 eV
**Total energy**: -8746.6114 eV
**Multiplicity**: 1
**Structure (SMILES)**: N[C@@H]([NH3+])[C@@H](N)O
**Relative energy (zero: lowest compared OMol25 entry of this formula, charge and spin)**: 2.5302 eV
**Charge**: +1

Atomic partial charges in e from the Mulliken method, atoms 1 to 6: N -0.6845; C -0.2188; N -0.2799; C -0.1110; N -0.6478; O -0.5796


2 unconnected molecules or ions with the total composition C3H10N2O, computed with ωB97M-V with the def2-TZVPD basis set.

Element x y z (Å)
C  2.71078  0.70963  0.71866
C  1.60656  -0.31008  0.84933
O  0.71302  -0.21320  1.65523
H  2.42567  1.54942  1.35651
H  3.65005  0.34374  1.13476
H  2.75597  1.13059  -0.28474
H  1.53939  -1.20484  0.21523
N  -1.42049  -1.24201  -0.14714
C  -2.14239  -0.30645  -0.97492
N  -1.52705  1.01755  -1.07533
H  -2.03405  -1.94375  0.25488
H  -0.88577  -0.95097  0.66559
H  -3.20408  -0.23848  -0.69621
H  -2.16043  -0.65430  -2.00934
H  -0.63230  0.94894  -1.53073
H  -1.39489  1.36420  -0.13178

Atoms 1-6, force components in eV/Å:
C -0.79 0.53 0.68
C -0.28 -0.25 0.15
O 0.07 0.47 0.38
H -0.06 -0.07 0.09
H 0.12 -0.19 -0.58
H 0.46 -0.47 -0.18

Results
**Orbital gap**: 9.7 eV
**Total energy**: -8299.9822 eV
**Multiplicity**: 1
**Structure (SMILES)**: CC=O.NCN
**Relative energy (zero: lowest compared OMol25 entry of this formula, charge and spin)**: 1.5218 eV

Atomic partial charges in e from the Mulliken method, atoms 1 to 6: C -0.9956; C 0.1928; O -0.5437; H 0.3000; H 0.3082; H 0.2964


C2H3IOS2 in the gas phase, computed with ωB97M-V with the def2-TZVPD basis set.

Element x y z (Å)
O  -0.40506  1.71228  -0.08109
C  0.04417  0.63012  -0.09752
C  1.61476  -0.04826  -0.65034
I  2.37145  -1.26736  0.89302
S  -0.92099  -0.76227  0.50374
S  -2.72623  0.19155  1.16993
H  2.35074  0.79575  -0.91800
H  1.33722  -0.49127  -1.64376
H  -3.66607  -0.76055  0.82402

Atoms 1-6, force components in eV/Å:
O 0.75 1.45 -0.48
C 1.45 -2.51 -0.33
C -1.95 2.96 -0.79
I 0.24 -0.07 -0.43
S -0.87 -0.30 0.32
S 0.26 -0.47 -0.35

Results
**Orbital gap**: 8.8 eV
**Total energy**: -33939.9075 eV
**Multiplicity**: 1
**Structure (SMILES)**: O=C(CI)SS
**Relative energy (zero: lowest compared OMol25 entry of this formula, charge and spin)**: 0.7581 eV

Atomic partial charges in e from the Mulliken method, atoms 1 to 6: O -0.4036; C 0.5215; C -0.8801; I 0.1749; S -0.1006; S -0.1939


29 unconnected molecules or ions with the total composition C18H93FIO39PS3Si, computed with ωB97M-V with the def2-TZVPD basis set.

Element x y z (Å)
C  1.35714  -1.53605  2.80663
C  -0.07703  -1.37541  1.95794
I  -1.34914  -3.00129  2.77920
C  0.31371  -1.55529  0.38402
C  -0.60253  -0.60078  -0.65589
C  -1.55476  -1.77713  -1.17182
P  -3.24983  -1.63345  -1.90780
O  -3.54248  -0.85189  -3.20960
O  -3.66010  -3.31835  -2.36601
O  -4.57691  -1.28228  -0.77738
O  -1.56906  0.34649  -0.00518
C  -1.69793  1.76907  -0.47250
C  -1.38000  2.58582  0.89298
C  -2.09395  4.09377  1.01675
F  -1.06365  5.07797  1.52232
C  -3.31287  1.88561  -0.67303
S  -4.40093  1.56783  0.79745
O  -4.04251  0.38064  1.70469
O  -5.85087  1.27465  0.24428
C  -0.69162  1.91100  -1.80689
C  -0.00012  3.37033  -1.57812
C  0.90651  3.93822  -2.86639
O  1.89254  4.90549  -2.27886
C  -1.37992  2.11320  -3.27990
S  -2.46550  3.59216  -3.56952
O  -2.00874  4.37077  -4.86544
O  -3.91679  3.08203  -3.93098
C  0.20898  0.50955  -1.57726
C  1.76895  0.93031  -1.13726
S  2.11815  1.34747  0.62541
O  2.70175  2.79485  0.87325
O  3.28440  0.41311  1.14470
Si  0.76941  -0.49510  -3.16970
C  2.15202  0.42271  -4.19654
C  1.57598  -2.22783  -2.69994
C  -0.58029  -0.96474  -4.42206
H  2.14426  -2.18757  2.20466
H  1.15308  -2.10493  3.81065
H  1.80053  -0.46913  3.10310
H  -0.49424  -0.32765  2.26695
H  0.21512  -2.71701  0.11586
H  1.46477  -1.38285  0.28195
H  -0.99003  -2.66321  -1.74636
H  -1.86321  -2.33967  -0.15001
H  -3.78880  -3.74764  -1.44795
H  -5.27469  -0.76618  -1.31583
H  -1.77553  2.00110  1.85763
H  -0.25711  2.80671  1.13169
H  -2.94920  4.11833  1.83505
H  -2.44282  4.52059  -0.01591
H  -3.70706  1.18674  -1.55738
H  -3.60835  2.98679  -1.03149
H  -4.58530  2.69446  1.66245
H  0.73914  3.46312  -0.67676
H  -0.77381  4.26151  -1.39266
H  0.27572  4.56270  -3.62775
H  1.49217  3.06882  -3.39707
H  1.59335  5.84058  -2.55859
H  -2.06725  1.18217  -3.43657
H  -0.62677  2.09597  -4.19318
H  -2.64538  4.45680  -2.47874
H  2.46555  -0.01210  -1.37815
H  2.23019  1.77929  -1.79629
H  1.06109  1.12984  1.54366
H  1.73563  1.37554  -4.75405
H  3.10576  0.68691  -3.57229
H  2.49791  -0.32196  -5.05869
H  2.10097  -2.21159  -1.65432
H  0.82649  -3.12497  -2.85607
H  2.44728  -2.41007  -3.49570
H  -1.17734  -0.10322  -4.93369
H  -1.24276  -1.81680  -3.94952
H  -0.01409  -1.51024  -5.32517
O  4.53024  -2.25579  0.84140
H  5.26531  -2.21746  1.47163
H  4.45184  -1.34577  0.51783
O  -0.64853  7.79461  1.92110
H  -0.71383  6.91127  1.52812
H  -1.49025  8.21589  1.69084
O  -1.10123  0.53625  -7.14490
H  -0.62547  1.05877  -7.80793
H  -2.02592  0.58117  -7.43114
O  -7.57296  3.67731  -1.02904
H  -7.38123  2.83532  -0.58942
H  -6.79842  3.82942  -1.59114
O  6.26230  -3.63664  3.36832
H  6.19993  -4.48181  2.89844
H  5.61888  -3.72106  4.08796
O  -1.01781  3.38944  -8.04922
H  -1.26281  3.99290  -8.76672
H  -1.23826  3.88156  -7.24411
O  -3.65332  7.07915  1.65420
H  -3.51005  6.81900  2.57658
H  -4.45552  7.62178  1.68610
O  -1.31781  6.21450  -2.04628
H  -1.56281  6.81796  -2.76377
H  -1.53826  6.70663  -1.24116
O  -6.18558  8.29729  1.07073
H  -6.92671  8.14447  1.67600
H  -6.60659  8.38187  0.20206
O  4.10643  -5.26770  -0.03050
H  4.31355  -4.35943  0.23624
H  4.26114  -5.78824  0.77205
O  3.40815  -0.99535  5.21885
H  4.14322  -0.95702  5.84909
H  3.32975  -0.08533  4.89528
O  -3.65236  -6.53196  -1.93424
H  -3.41810  -5.61309  -2.13370
H  -4.54842  -6.62755  -2.29053
O  6.36125  -6.98364  2.97630
H  6.28951  -7.74119  3.57628
H  7.23035  -7.09457  2.56235
O  8.16125  -1.70150  2.28791
H  8.08951  -2.45904  2.88788
H  9.03035  -1.81243  1.87396
O  -1.08558  -6.17345  2.28902
H  -1.82671  -6.32628  2.89429
H  -1.50659  -6.08888  1.42035
O  0.86230  10.46874  2.82475
H  0.79993  9.62357  2.35486
H  0.21888  10.38432  3.54439
O  3.56230  -4.91556  4.69169
H  3.49993  -5.76072  4.22180
H  2.91888  -4.99998  5.41133
O  5.32537  -6.14065  6.88254
H  5.97558  -5.74985  7.48546
H  4.98017  -5.38253  6.38747
O  7.76374  -5.24141  8.03352
H  8.45602  -5.82360  8.38107
H  8.16136  -4.35842  8.06844
O  -2.45236  10.46597  2.35318
H  -2.21810  11.38484  2.15373
H  -3.34842  10.37038  1.99689
O  1.80495  -4.03190  -5.47621
H  1.99668  -4.87389  -5.03658
H  2.57949  -3.87979  -6.03830
O  -1.55236  -9.48849  2.90278
H  -1.31810  -8.56962  2.70332
H  -2.44842  -9.58408  2.54648
O  -3.29487  -7.24910  1.72030
H  -3.44949  -6.84192  0.85469
H  -3.97452  -6.85622  2.28838
O  -6.16728  1.39064  -5.50848
H  -6.19229  0.62689  -4.91262
H  -5.55931  2.00706  -5.07328
O  10.28828  -4.34501  6.61088
H  10.93852  -4.76451  6.02761
H  9.45432  -4.41899  6.12300
O  -10.39185  3.57032  -1.72744
H  -9.65678  3.60866  -1.09721
H  -10.47025  4.48035  -2.05102
O  -6.54966  -3.50514  -0.26442
H  -6.31539  -2.58627  -0.46387
H  -7.44571  -3.60073  -0.62071
O  11.07939  -4.85558  3.88948
H  11.55515  -4.33306  3.22645
H  10.15470  -4.81066  3.60324

Atoms 1-6, force components in eV/Å:
C -0.13 -0.35 0.57
C 2.49 0.74 0.67
I 0.37 1.20 -0.91
C 0.40 0.02 0.53
C -0.52 1.39 0.72
C -0.17 -2.35 1.09

Results
**Orbital gap**: 8.5 eV
**Total energy**: -160504.6525 eV
**Multiplicity**: 1
**Relative energy (zero: lowest compared OMol25 entry of this formula, charge and spin)**: 11.6643 eV

Atomic partial charges in e from the Mulliken method, atoms 1 to 6: C -0.3457; C -0.4060; I 0.1202; C -0.6152; C 1.0382; C -0.7037


A molecular structure, C23H25FHgN4O6, computed with ωB97M-V with the def2-TZVPD basis set.

Element x y z (Å)
Hg  -0.04387  0.32845  -3.53775
O  -0.98024  1.04735  -5.25851
C  -0.76492  0.77922  -6.45417
O  1.03506  -1.05062  -4.86849
C  0.84811  -1.04255  -6.06317
O  1.55458  -1.92914  -6.75054
N  0.04977  -0.25896  -6.87612
C  1.16128  -1.82030  -8.14051
C  0.32050  -0.59422  -8.28142
H  0.61069  -2.74449  -8.37735
H  2.08870  -1.79895  -8.72245
H  -0.61392  -0.76432  -8.81197
H  0.86225  0.24042  -8.75577
C  -1.40120  1.60292  -7.41126
C  -1.52579  2.93875  -7.23899
H  -1.78918  1.11610  -8.30825
H  -1.12928  3.44107  -6.35664
H  -2.00612  3.53653  -8.01871
F  0.57639  3.64799  2.27987
C  0.45305  2.27774  2.09318
C  0.33101  1.81873  0.82295
C  0.17041  0.41114  0.62240
C  -0.05670  -0.13021  -0.68955
O  0.06614  0.78618  -1.59252
C  -0.38490  -1.50745  -0.85635
C  -0.29932  -2.29373  0.25043
N  -0.01975  -1.86802  1.54476
C  0.07738  -2.75092  2.62434
C  -0.03027  -4.24082  2.56720
C  1.31856  -3.61364  2.55895
C  0.18863  -0.46680  1.71659
C  0.38101  0.05303  2.99021
C  0.48426  1.44116  3.25747
N  0.55041  1.91913  4.52734
C  1.26670  1.20341  5.61649
C  0.30157  0.72444  6.69650
N  -0.47256  1.92642  7.17797
C  -1.21832  2.64123  6.08762
C  -0.21427  3.07138  5.02032
C  -0.99113  -2.13204  -2.09812
O  -1.44324  -3.32225  -1.99937
O  -1.14652  -1.56927  -3.22525
H  0.31712  2.49015  -0.01936
H  -0.50985  -3.34956  0.12992
H  -0.52644  -2.50294  3.52060
H  -0.18102  -4.77545  3.49330
H  -0.71754  -4.49833  1.75969
H  1.85475  -3.62525  1.60245
H  1.90445  -3.70097  3.47928
H  0.38351  -0.61156  3.85307
H  2.02353  1.87995  6.06199
H  1.80920  0.33707  5.22131
H  -0.42882  0.04716  6.28423
H  0.81765  0.28337  7.53054
H  -1.13921  1.62482  7.89181
H  0.18135  2.59039  7.62851
H  -1.74320  3.48091  6.50505
H  -1.90926  1.92004  5.67868
H  0.48090  3.83769  5.41839
H  -0.78212  3.51842  4.19918

Atoms 1-6, force components in eV/Å:
Hg -0.32 -0.32 0.41
O 0.25 0.13 -1.36
C 0.51 -0.59 1.64
O -0.04 0.70 -0.12
C 1.40 -1.53 0.57
O -0.97 1.03 -1.02

Results
**Orbital gap**: 7.5 eV
**Total energy**: -49377.0022 eV
**Multiplicity**: 1
**Relative energy (zero: lowest compared OMol25 entry of this formula, charge and spin)**: 0.0000 eV
**Charge**: +2

Atomic partial charges in e from the Mulliken method, atoms 1 to 6: Hg 1.5947; O -0.7335; C 1.2073; O -0.6168; C 0.5600; O -0.3264


C18H35I2N2O3P in the gas phase, computed with ωB97M-V with the def2-TZVPD basis set.

Element x y z (Å)
C  6.59076  -1.10728  -1.13055
C  5.25836  -0.47695  -0.67838
C  4.10209  -1.09751  -1.48650
C  2.78886  -0.31272  -1.22641
N  1.68783  -1.20722  -0.90463
C  0.63000  -0.67294  -0.08311
C  0.38373  0.82535  -0.29961
C  -1.06976  1.27396  -0.04976
C  -1.11091  2.69773  0.56019
C  -2.13611  3.58277  -0.16243
O  -2.49406  4.71121  0.65213
C  -3.34779  4.42839  1.62029
O  -3.89758  3.40800  1.75402
O  -0.59971  -1.36118  -0.47980
C  -0.76460  -1.54040  -1.88214
P  -2.56351  -1.93622  -2.22030
C  -2.76989  -3.58683  -1.37721
C  -3.65811  -0.68899  -1.40460
C  -5.10265  -1.23225  -1.50412
C  0.81444  -1.13030  1.42200
N  2.19448  -1.32729  1.87408
C  -0.06046  -0.39466  2.41794
I  -1.97722  -1.30631  2.75460
C  0.18394  0.67996  3.11440
C  -0.77380  1.28212  4.10744
I  2.02199  1.71766  2.92838
H  6.41502  -2.12970  -1.45715
H  7.30464  -1.13866  -0.30803
H  7.03913  -0.51538  -1.92237
H  5.26745  0.58995  -0.89788
H  5.05879  -0.68916  0.37000
H  3.99022  -2.12810  -1.14181
H  4.30982  -1.07658  -2.55422
H  2.55745  0.31930  -2.08454
H  3.03181  0.39485  -0.42041
H  2.00013  -2.11455  -0.59239
H  1.09249  1.47990  0.19584
H  0.53071  1.00314  -1.36798
H  -1.59862  0.60572  0.61654
H  -1.57643  1.35408  -1.00790
H  -1.31102  2.69773  1.62947
H  -0.13886  3.16668  0.39888
H  -1.64296  3.99788  -1.03850
H  -2.99254  3.01217  -0.51348
H  -3.52451  5.21573  2.36070
H  -0.23840  -2.41193  -2.26293
H  -0.54746  -0.64825  -2.46991
H  -3.64017  -4.11961  -1.73608
H  -2.78638  -3.42944  -0.29543
H  -1.84326  -4.11917  -1.57932
H  -3.40255  -0.45827  -0.37233
H  -3.63493  0.18948  -2.04592
H  -5.47077  -1.16307  -2.52286
H  -5.11293  -2.29859  -1.26917
H  -5.76897  -0.76280  -0.78485
H  0.41566  -2.14502  1.40998
H  2.48711  -2.24020  1.55740
H  2.81936  -0.59976  1.55635
H  -1.75342  1.46008  3.67368
H  -0.82481  0.67370  5.00669
H  -0.36951  2.24016  4.43240

Atoms 1-6, force components in eV/Å:
C -0.23 0.32 0.73
C 0.07 -0.78 -1.27
C -0.50 0.80 0.47
C 0.91 -0.37 0.24
N -0.11 0.97 -0.09
C -0.68 -0.79 0.02

Results
**Orbital gap**: 7.7 eV
**Total energy**: -53844.6023 eV
**Multiplicity**: 1
**Structure (SMILES)**: CCCCN[C@@](CCCCOC=O)(OCP(C)CC)[C@@H](N)/C(I)=C(/C)I

Atomic partial charges in e from the Mulliken method, atoms 1 to 6: C -1.2818; C -0.2380; C -0.7397; C -0.4283; N 0.0593; C 0.6255